27
Properties=species:S:1:pos:R:3:nbo_charge:R:1 method="wB97M-V/def2-TZVPD" total_charge=+3 e_lumo_ha=-0.5071 homo_lumo_gap_ev=7.1561 homo_ev=-21.0
Ga 0.321 -1.534 -0.303 0.7978
C 0.270 -1.702 1.558 0.5503
O 0.239 -1.805 2.708 -0.1845
C 0.434 -3.432 -0.364 0.5545
O 0.501 -4.583 -0.366 -0.1717
C 2.222 -1.421 -0.264 0.5634
O 3.372 -1.354 -0.218 -0.1625
C -1.579 -1.643 -0.386 0.5674
O -2.730 -1.711 -0.414 -0.2128
C 0.338 -0.649 -2.449 -0.3472
H -0.610 -0.140 -2.588 0.2833
H 1.227 -0.033 -2.530 0.2760
C 0.422 -2.023 -2.570 -0.3984
H 1.378 -2.503 -2.748 0.2779
H -0.458 -2.610 -2.806 0.2833
C -1.827 2.308 0.981 -0.4536
N -0.386 2.153 1.089 -0.2506
C 0.433 3.202 1.674 -0.4552
C 0.222 1.012 0.669 0.5057
O -0.426 0.076 0.193 -0.7563
H -2.167 3.287 1.381 0.2863
H -2.335 1.507 1.559 0.2408
H -2.134 2.243 -0.085 0.2451
H 0.963 2.808 2.568 0.2490
H 1.184 3.551 0.933 0.2523
H -0.174 4.075 1.992 0.2812
H 1.300 0.919 0.786 0.1787